Formula: C15H41NO13P3S
Source: OMol25
Level of theory: ωB97M-V/def2-TZVPD

Largest force on an atom ... 0.2068 hartree/bohr
LUMO level ... -5.03 eV

```
! wB97M-V def2-TZVPD RIJCOSX def2/J DEFGRID3
* xyz 1 1
C -0.66 3.78 4.13
C -0.08 3.29 2.66
O 0.96 4.15 2.08
C 2.31 3.63 2.28
C 3.16 4.14 3.62
C 4.76 4.35 3.19
C 4.75 3.61 1.70
S 5.03 1.79 2.19
N 3.35 3.99 1.19
H -0.09 4.72 4.52
H -0.52 2.90 4.92
H -1.81 4.06 4.02
H -1.03 3.34 1.93
H 0.18 2.16 2.76
H 2.22 2.47 2.09
H 2.80 5.22 3.91
H 2.94 3.48 4.56
H 5.15 5.44 3.01
H 5.53 3.85 3.94
H 5.67 3.86 0.99
H 5.83 1.75 3.38
H 3.11 3.76 0.20
H 3.42 5.04 1.15
C -5.94 0.53 -0.15
O -5.43 1.51 0.73
P -4.24 2.55 0.02
O -3.29 2.25 1.17
O -5.17 3.85 0.42
C -6.39 4.03 -0.27
O -3.06 3.59 -0.69
C -3.46 4.29 -1.86
H -5.79 -0.46 0.29
H -7.01 0.70 -0.28
H -5.45 0.57 -1.13
H -7.20 3.61 0.32
H -6.36 3.53 -1.25
H -6.57 5.09 -0.42
H -3.98 5.21 -1.57
H -4.10 3.67 -2.48
H -2.56 4.56 -2.42
C 1.44 -2.64 1.04
O 0.95 -2.65 -0.29
P -0.18 -1.38 -0.63
O -1.16 -2.41 -1.19
O 0.80 -0.87 -1.86
C 2.04 -0.28 -1.51
O -1.30 -0.12 -0.98
C -0.86 1.20 -0.74
H 1.23 -3.62 1.50
H 2.52 -2.48 1.02
H 0.96 -1.86 1.64
H 2.82 -1.04 -1.56
H 2.00 0.13 -0.50
H 2.26 0.52 -2.22
H -0.30 1.57 -1.61
H -0.23 1.24 0.15
H -1.73 1.84 -0.59
C 1.82 -9.01 -1.20
O 1.33 -9.01 -2.53
P 0.21 -7.74 -2.88
O -0.78 -8.77 -3.43
O 1.18 -7.23 -4.11
C 2.42 -6.65 -3.75
O -0.92 -6.48 -3.23
C -0.48 -5.16 -2.99
H 1.61 -9.98 -0.75
H 2.90 -8.84 -1.22
H 1.34 -8.22 -0.60
H 3.21 -7.40 -3.81
H 2.38 -6.23 -2.74
H 2.64 -5.84 -4.46
H 0.08 -4.79 -3.85
H 0.15 -5.12 -2.09
H -1.35 -4.52 -2.84
*
```

=====

Formula: C15H42AsF6O14
Source: OMol25
Level of theory: ωB97M-V/def2-TZVPD

Largest force on an atom ... 0.0218 hartree/bohr
LUMO level ... 2.33 eV

```
! wB97M-V def2-TZVPD RIJCOSX def2/J DEFGRID3
* xyz -1 1
As -0.33 0.34 0.82
F 1.25 0.82 1.29
F 0.35 -1.13 0.16
F -1.91 -0.16 0.36
F -1.01 1.78 1.49
F -0.08 1.15 -0.70
F -0.47 -0.47 2.36
O -0.07 4.03 2.96
H -0.36 3.43 2.26
H 0.59 3.51 3.44
C 0.00 -0.62 -3.35
C 1.40 -0.26 -3.78
C 2.29 0.40 -2.70
O 3.38 -0.50 -2.56
C 3.31 -1.48 -3.47
O 4.16 -2.29 -3.68
O 2.12 -1.44 -4.12
H -0.01 -1.34 -2.53
H -0.54 -1.09 -4.18
H -0.64 0.20 -3.03
H 1.30 0.40 -4.65
H 1.79 0.51 -1.74
H 2.65 1.37 -3.06
C -4.18 -1.85 -1.18
C -2.80 -2.46 -1.24
C -2.37 -3.23 0.01
O -2.19 -4.57 -0.42
C -2.43 -4.67 -1.75
O -2.32 -5.68 -2.37
O -2.81 -3.49 -2.26
H -4.92 -2.65 -1.13
H -4.40 -1.31 -2.10
H -4.27 -1.18 -0.33
H -2.05 -1.72 -1.51
H -3.08 -3.15 0.84
H -1.44 -2.82 0.42
C 3.15 3.29 1.03
O 4.21 3.94 0.33
H 3.50 2.58 1.78
H 2.53 4.05 1.49
H 2.54 2.72 0.32
H 4.82 3.27 0.03
C 1.36 -4.46 -0.21
O 1.97 -3.44 0.58
H 1.28 -4.10 -1.24
H 1.96 -5.36 -0.16
H 0.38 -4.71 0.19
H 1.47 -2.62 0.45
C 4.32 -0.46 0.90
O 5.73 -0.36 0.97
H 3.91 0.40 0.36
H 3.96 -1.33 0.35
H 3.87 -0.31 1.89
H 6.07 -1.03 1.57
C 0.49 3.91 -2.13
O -0.69 3.78 -1.37
H 1.40 3.66 -1.59
H 0.45 3.28 -3.04
H 0.55 4.93 -2.49
H -0.71 2.88 -1.01
C 2.04 -1.77 4.02
O 1.47 -0.51 4.32
H 1.89 -2.00 2.96
H 3.12 -1.72 4.15
H 1.61 -2.58 4.61
H 0.65 -0.45 3.80
C -3.71 1.62 3.61
O -4.90 0.90 3.86
H -3.53 1.66 2.54
H -3.73 2.64 4.00
H -2.81 1.12 4.01
H -4.99 0.82 4.82
C -4.04 2.81 -0.46
O -4.41 3.40 -1.69
H -4.73 3.06 0.36
H -3.96 1.72 -0.54
H -3.09 3.21 -0.10
H -5.34 3.18 -1.84
*
```

=====

Orbital gap (computed, eV): 5.26 10.10